14
Properties=species:S:1:pos:R:3:forces:R:3 method="wB97M-V/def2-TZVPD" homo_lumo_gap_ev=8.992 charge=0 smiles="O=CO.CSC"
C 1.754079 1.353585 1.760415 -1.6998 0.7127 2.5525
S 0.170065 0.464655 1.486917 -2.3013 2.6359 1.3595
C 0.537424 -0.916094 0.479541 0.6071 -0.6746 -0.1170
H 1.845464 1.311183 2.857455 0.3902 -0.6704 -0.1622
H 2.579540 0.856457 1.346511 1.1806 -0.1969 -0.9175
H 1.684892 2.465251 1.746813 -0.0121 -0.8036 -1.4853
H -0.307777 -1.745835 0.460729 1.7388 2.1724 -0.3318
H 1.307789 -1.239642 1.172578 0.6658 -1.3780 -1.0783
H 0.947966 -0.389867 -0.427399 -0.5175 -1.8699 0.1998
O -3.415800 -0.185214 -1.697954 4.1037 0.7211 0.1428
C -2.183332 -0.122169 -1.838114 -3.1530 -1.9838 0.0791
O -1.642300 -0.370893 -3.109712 0.0977 -0.6753 1.3359
H -1.414360 -0.157752 -0.976953 -1.1490 0.8640 -1.3193
H -1.863650 -1.323666 -3.260825 0.0487 1.1463 -0.2581

50
Properties=species:S:1:pos:R:3:forces:R:3 method="wB97M-V/def2-TZVPD" homo_lumo_gap_ev=6.504 charge=0
O 2.519689 -7.104461 3.971190 0.2890 0.6970 -0.3696
O 1.905583 1.368634 -8.109801 -0.1699 -0.5484 0.0573
O -1.166737 1.062969 5.263285 0.1019 1.6817 -2.8275
O -0.314717 3.302585 4.511958 -1.9217 -2.2469 -1.5285
O 4.197324 -5.769624 3.609014 -1.4722 -0.1009 -0.3739
O 1.417564 -0.760906 -7.929013 0.0511 2.1182 0.9705
N -0.682869 -1.529737 0.699977 0.6997 3.3025 -1.7396
N 0.029862 0.442782 -1.244640 -0.3654 -0.5233 0.5398
N -0.224488 -4.344536 2.871308 0.2707 -0.4830 0.8844
N 1.188433 2.130994 -4.184577 0.3717 -0.0462 -0.4147
O -2.790228 2.690709 4.494295 1.7142 0.0052 -1.0806
C -1.229726 0.284691 2.245775 0.7481 0.7871 0.6533
C -1.311087 1.614407 2.524025 0.3338 -0.6237 -1.1435
C -0.893539 -0.204238 0.875918 -0.5096 -3.8386 1.3663
C -0.693764 0.794375 -0.208209 1.2372 0.5618 -1.3930
C 0.681590 -5.203543 3.377715 -0.0678 1.0498 -0.4136
C 1.446244 1.870682 -5.472374 -0.1822 -0.5970 -0.1868
C 0.182528 -3.278336 2.181972 -0.2204 -0.3693 -1.1211
C 0.751670 1.131259 -3.425626 -0.1089 -1.5870 -0.6336
C 1.512973 -3.075472 1.845208 0.4478 0.0770 0.3454
C 0.459457 -0.132134 -3.938650 -0.0531 -0.8194 -1.9451
C -2.269619 4.742855 0.582837 0.8735 -1.1930 -0.5552
C -2.059546 4.314433 -0.733852 0.0348 0.5212 0.0244
C -1.933581 3.872903 1.627486 -0.2898 0.3501 -0.6589
C -1.522007 3.069258 -1.039360 -0.2468 -0.3447 1.0507
C 2.457345 -3.965778 2.308763 0.0919 -0.1098 0.0730
C 0.640123 -0.375210 -5.312630 0.0723 0.7690 0.9116
C -1.442889 2.590215 1.375208 0.0627 0.1316 0.0353
C -1.188032 2.186372 0.014452 -0.3710 -0.1063 1.2435
C 2.056194 -5.045404 3.108793 -1.0910 0.4098 -0.5156
C 1.199428 0.631357 -6.111507 -0.5766 0.4068 2.8156
N -0.830819 -2.452052 1.719696 -0.8641 -0.1062 1.8043
N 0.550547 1.352966 -2.095906 -0.5889 1.6376 1.3735
N 2.989428 -6.041315 3.573983 1.1813 -0.5716 0.9635
N 1.518379 0.402405 -7.468522 0.3951 -1.2160 -2.0118
S -1.237123 2.177779 4.274556 0.4532 0.1901 3.0323
H -2.935195 2.207406 5.307220 -0.8144 -0.2495 0.8013
H -1.174528 -0.479376 3.041427 -0.1099 0.5612 -0.4545
H 0.286595 -5.971961 4.050672 0.3419 0.1243 -0.5136
H 1.873990 2.669360 -6.050940 0.0261 0.2547 -0.0974
H 1.767134 -2.226704 1.242150 0.2520 0.1942 -0.2135
H 0.058434 -0.933633 -3.340054 -0.0507 0.1650 0.2625
H -2.634828 5.738793 0.744810 -0.1535 0.1699 0.2871
H -2.273545 5.005579 -1.550052 -0.0952 -0.2539 0.1752
H -2.096000 4.207697 2.635032 -0.0257 -0.0091 0.2884
H -1.453334 2.762243 -2.078574 0.1007 0.0642 0.2243
H 3.493682 -3.817518 2.023687 -0.0545 -0.2304 0.2134
H 0.313012 -1.297493 -5.759002 0.1869 -0.2669 -0.0128
H -1.719221 -2.954570 1.767419 0.0968 0.6029 -0.1047
H 0.580212 2.338296 -1.816540 -0.0311 -0.3920 -0.0878

16
Properties=species:S:1:pos:R:3:forces:R:3 method="wB97M-V/def2-TZVPD" homo_lumo_gap_ev="6.968 / 6.968" charge=-2
C 0.765450 2.219384 -0.369220 -0.6647 0.9513 0.6359
C 0.273162 -0.607757 1.645694 0.2067 2.2016 -0.5528
C -0.252161 -0.883385 -0.971961 -0.7778 -0.2420 1.5599
C 0.763255 -0.667989 0.156054 0.6767 2.8203 -0.1743
O 2.505480 0.367313 -1.831082 -0.9562 0.0770 -0.7337
O -0.047793 2.002703 -1.159584 -1.0429 -0.0797 -1.2378
O 1.414455 2.763815 0.430879 0.6203 0.2843 0.4815
O 3.266706 0.493486 0.536058 0.3712 0.2609 1.3697
P 2.153862 0.252687 -0.394156 0.6246 -2.8164 0.7035
Cl -9.532909 -1.331511 -0.517633 -0.0960 -0.0154 0.0010
H -0.581904 0.099010 1.900546 0.4047 -0.5894 -1.0583
H -0.113521 -1.572299 1.841126 -0.1887 -1.1835 0.8214
H 0.987876 -0.209995 2.421283 0.0248 -1.1141 -1.0927
H -1.299236 -0.615825 -0.693477 0.6127 0.1043 0.0228
H -0.278939 -1.955657 -1.106046 -0.1190 -0.4904 -0.6655
H -0.023778 -0.353975 -1.888482 0.3036 -0.1687 -0.0807

38
Properties=species:S:1:pos:R:3:forces:R:3 method="wB97M-V/def2-TZVPD" homo_lumo_gap_ev="5.802 / 4.310" charge=+2
C -1.058329 -1.069573 -0.645169 -0.9979 0.4617 1.3207
I 1.849619 -1.540195 -0.593170 0.5108 0.8381 0.2093
H -2.058718 -0.674536 -0.909923 0.3676 0.0832 -0.0438
H -1.137826 -1.499865 0.359394 0.0397 -0.1651 -0.3706
H -0.778691 -1.813496 -1.394779 0.1773 0.3621 0.1675
In -0.000550 0.997774 -0.487551 -0.1253 -1.5748 -1.3683
P 0.140285 0.393726 -3.192085 0.9356 0.7049 -1.5675
C 0.574395 -1.236538 -3.928658 -0.0900 -0.2807 0.5538
C -1.243853 0.917794 -4.256592 -0.2804 0.0338 0.3328
H 1.402016 2.429216 -3.588145 0.1479 -0.1704 -0.1807
H 1.465532 1.311857 -5.000926 0.0922 0.0916 0.3570
H 2.470595 0.988214 -3.548788 -0.1841 0.1775 -0.0939
C 1.510287 1.384452 -3.903853 -0.0677 0.0619 0.1867
H -1.592092 1.902839 -3.926679 -0.0438 -0.1602 -0.1779
H -0.909663 0.976203 -5.299938 -0.0637 -0.0396 0.2595
H 0.716561 -1.117070 -5.014306 -0.1068 0.0811 0.3953
H -0.229198 -1.960530 -3.744963 0.2026 0.0669 -0.1234
H -2.061138 0.192491 -4.175844 0.0472 0.2185 -0.0538
H 1.501633 -1.613503 -3.473039 -0.3538 0.1151 -0.3400
C 0.280895 -4.253032 -0.076310 1.3211 -1.8745 0.6394
O 1.024630 -5.064003 0.227530 -1.5015 1.5880 -0.5957
Cl -0.061151 3.381363 -0.804825 0.0863 -1.0449 0.3334
N -1.908816 2.854404 1.723235 0.9686 -0.6516 1.0217
C -1.267985 1.936612 2.465028 -1.2132 1.2976 0.2513
N -0.363592 1.074492 2.025115 1.5309 -1.3784 0.2758
C 0.133481 0.279810 3.069121 -1.0595 1.4364 -1.9228
C 1.118782 -0.708041 2.975800 0.9669 -1.1084 0.2368
C 1.475308 -1.424347 4.117930 0.2396 0.3379 -1.9931
C 0.842574 -1.182264 5.346098 -0.3538 0.4810 0.4802
C -0.126167 -0.177580 5.452493 -0.4859 0.6111 -0.1424
C -0.471885 0.548035 4.317312 -0.6953 0.2083 1.4420
S -1.655129 1.848940 4.160615 0.4929 -0.7333 0.4705
H -2.458520 3.548463 2.232027 0.0320 -0.2552 -0.4024
H -1.485437 3.145753 0.835707 -0.1901 0.0338 -0.0228
H 1.569461 -0.894931 1.995251 -0.0399 -0.0126 0.6325
H 2.260441 -2.177931 4.043913 -0.2765 0.1853 0.0477
H 1.135742 -1.762170 6.219379 -0.1525 0.1552 -0.1278
H -0.603496 0.057166 6.399596 0.1224 -0.1811 -0.0867

42
Properties=species:S:1:pos:R:3:forces:R:3 method="wB97M-V/def2-TZVPD" homo_lumo_gap_ev=8.752 charge=0
Ti 0.734051 -0.272053 -0.296308 -0.5962 0.1829 -0.3865
O 1.601921 5.414125 0.745740 0.0228 -0.0529 0.0197
C 2.428702 4.696863 1.494191 -0.0151 0.0434 -0.0200
O 3.170437 5.186050 2.302095 -0.0067 0.0037 0.0071
C 2.415553 3.219130 1.291200 0.0449 -0.0222 0.0608
C 3.180460 2.323059 2.025395 0.0672 0.0401 -0.0506
N 2.915077 1.093352 1.572186 -0.0594 0.0113 -0.0208
N 2.017842 1.136081 0.581563 0.1632 0.0577 0.2525
C 1.701659 2.409313 0.411309 -0.1105 0.0673 -0.0458
C 0.606297 2.596151 -0.584303 -0.1262 0.0842 -0.0879
O 0.184455 3.689545 -0.880134 0.0331 -0.0101 -0.0168
O 0.197700 1.441249 -1.040310 0.0138 -0.0025 0.1620
H 1.052851 4.864857 0.138750 -0.0145 0.0218 -0.0200
H 3.880769 2.515134 2.820877 0.0067 -0.0172 -0.0002
H 3.254651 0.196063 1.886122 -0.0096 -0.0109 0.0094
F 1.671245 -1.314405 0.791417 0.2815 -0.4204 0.2253
C 1.527475 -2.188732 -4.557775 -0.0070 -0.0108 -0.0127
C 2.209862 -1.013228 -4.261470 0.0025 0.0124 0.0146
C 2.054040 -0.417059 -3.021394 -0.0027 0.0073 0.0076
C 1.227288 -1.015144 -2.071830 0.0888 -0.0856 -0.1274
C 0.549937 -2.194025 -2.366668 -0.0493 -0.0888 0.0407
C 0.695068 -2.777698 -3.619701 0.0218 -0.0038 -0.0021
H 1.641985 -2.643738 -5.532998 0.0040 0.0036 0.0010
H 2.850447 -0.556847 -5.004585 0.0005 0.0023 0.0017
H 2.563964 0.514368 -2.804603 0.0004 0.0013 -0.0037
H -0.102221 -2.664553 -1.636132 -0.0013 -0.0121 -0.0087
H 0.160346 -3.687249 -3.858305 -0.0011 -0.0004 0.0107
F -0.887255 -2.249516 2.771846 -0.0034 0.0032 -0.0128
C -1.108613 -0.953026 2.850988 -0.0086 -0.0274 0.0022
F 0.066432 -0.321130 2.993558 0.0113 -0.0131 0.0475
F -1.875087 -0.685597 3.895013 -0.0098 0.0182 0.0009
S -1.902264 -0.272087 1.317719 0.0854 -0.0744 -0.3037
O -1.031652 -0.927859 0.251244 0.1008 0.2774 0.1877
O -1.684701 1.133765 1.413627 0.0076 0.0106 0.0466
N -3.347409 -0.694647 1.214376 0.0548 0.1137 0.0656
S -3.908898 -2.145105 0.779903 -0.0328 -0.1168 -0.0290
O -4.202847 -2.190146 -0.612878 0.0355 0.0266 -0.0401
O -3.191040 -3.210010 1.406790 0.0147 -0.0101 0.0105
C -5.531155 -2.019393 1.644329 -0.0125 -0.0155 -0.0076
F -5.357454 -1.881339 2.953793 0.0325 0.0006 0.0349
F -6.229869 -0.990162 1.185807 -0.0114 0.0186 -0.0144
F -6.200045 -3.144354 1.409558 -0.0158 -0.0135 0.0018

15
Properties=species:S:1:pos:R:3:forces:R:3 method="wB97M-V/def2-TZVPD" homo_lumo_gap_ev=10.931 charge=0 smiles="COCC(=O)OC"
C -2.369011 0.440396 -0.220855 -0.2865 0.2096 0.0122
O -1.956665 -0.845080 0.187681 0.0067 -0.0155 -0.0046
C -0.691348 -0.801586 0.763128 0.0428 -0.1684 0.1732
C 0.392527 -0.377095 -0.213924 -0.0197 0.0845 -0.0201
O 0.405538 -0.594683 -1.396338 0.1409 0.0607 0.3779
O 1.369538 0.247732 0.467655 0.0379 -0.2415 -0.0778
C 2.614260 0.376366 -0.219678 0.2880 0.0556 -0.1116
H -3.355217 0.331644 -0.675476 0.1586 0.0518 0.0120
H -1.669041 0.868823 -0.947929 -0.1546 -0.0291 0.0055
H -2.447024 1.118845 0.642577 0.0098 -0.0815 -0.1002
H -0.646512 -0.167106 1.663596 -0.0609 -0.0055 -0.2576
H -0.435338 -1.819202 1.072561 -0.0234 0.0292 0.0037
H 2.953192 -0.611927 -0.551710 -0.0150 0.2499 0.0336
H 2.529701 1.038552 -1.086302 -0.0449 -0.1180 0.1539
H 3.305402 0.794326 0.515017 -0.0800 -0.0818 -0.2002